145
Properties=species:S:1:pos:R:3:forces:R:3:mulliken_charge:R:1 method="wB97M-V/def2-TZVPD" homo_energy_ev=-9.32 smiles="CCCCCCCCCCCC1=C(COCC)C(=O)c2c(CC(=O)I)cc([C@H](Cl)CC)c(OCCC)c2C1=O.CO.CO.CO.CO.CO.CO.CO.CO.CO.CO" orbital_gap_ha=0.3121
C 9.4322 1.5825 1.8914 -0.0400 0.3312 0.0247 -1.0126
C 9.6314 1.6917 0.3830 -0.2032 -0.6479 -0.0571 -0.4483
C 9.0330 0.4878 -0.3758 -0.0214 0.2151 -0.0492 -0.8101
C 7.6673 0.7372 -1.0339 0.3776 0.2254 0.3054 -0.5270
C 6.6473 1.5124 -0.1892 -0.1187 -0.3747 -0.3617 -0.5817
C 5.2276 1.3801 -0.7795 0.3935 0.2445 0.1052 -0.7511
C 4.8325 2.5432 -1.7206 -0.1659 -0.8044 0.3131 -0.6163
C 4.3115 2.0717 -3.0899 0.1843 0.6919 -0.3169 -0.9415
C 3.0267 2.7772 -3.5052 -0.4403 -0.1551 0.2509 -1.3049
C 1.7973 2.2296 -2.7745 0.1225 0.7739 -0.1736 0.4936
C 0.5421 2.9984 -3.2181 0.4118 -0.5147 -0.0159 -1.5598
C -0.7418 2.4164 -2.7014 0.0432 0.4598 0.2247 0.6394
C -1.7755 3.1556 -2.2813 0.1360 0.0483 0.2411 0.7681
C -1.7985 4.6651 -2.2535 -0.3785 0.2671 0.1414 -1.3704
O -2.7799 5.1786 -1.3773 0.0905 -0.3322 -0.0693 -0.3811
C -2.3086 5.2936 -0.0412 -0.4954 0.4116 0.3323 -0.2866
C -3.4708 5.2251 0.9482 0.0845 0.1124 0.1188 -0.8119
C -3.0099 2.4489 -1.8243 0.4181 -0.2681 -0.0852 -0.1935
O -4.1140 2.8387 -2.0953 -0.5610 0.2030 -0.0716 -0.6270
C -2.7673 1.1903 -1.0610 -0.1076 0.0025 0.2750 0.2918
C -3.5843 0.7895 -0.0057 0.6143 -0.1818 -0.1981 0.1553
C -4.7759 1.5861 0.4577 -0.4030 -0.5152 -0.0017 -0.2356
C -4.7891 1.6833 1.9639 -0.0483 0.0441 -0.4929 -0.0187
O -3.9254 2.1289 2.6149 0.4556 0.1580 0.6096 -0.4784
I -6.6019 0.9633 2.9504 -0.1449 -0.0981 0.0538 -0.0329
C -3.2559 -0.4093 0.6401 0.0137 0.5866 -0.5465 -0.5093
C -2.1809 -1.1905 0.2442 -0.2920 -0.3871 0.1875 0.0747
C -1.8264 -2.4657 0.9923 0.7040 0.7353 -0.2006 0.1999
Cl -3.2323 -3.2158 1.7787 -0.1368 -0.2512 -0.0784 -0.1939
C -0.7330 -2.1623 2.0351 -0.7435 0.2071 0.0247 -0.2623
C -1.2153 -1.3170 3.2101 0.3689 0.1307 -0.2173 -1.1397
C -1.3745 -0.7945 -0.8389 -0.4945 0.4801 -0.3037 -0.4353
O -0.3747 -1.6193 -1.2629 -0.1268 0.1113 0.5096 -0.7651
C 0.9781 -1.1286 -1.1776 0.3108 -0.4341 -0.2414 -0.2067
C 1.8810 -2.2352 -0.6305 -0.5101 -0.0508 -0.1277 -0.3768
C 2.3972 -3.1495 -1.7335 -0.0005 -0.4288 0.2323 -1.3993
C -1.6790 0.4205 -1.4801 0.2016 -0.5920 0.3056 1.3816
C -0.8914 0.9338 -2.6443 -0.4053 0.1261 0.1972 0.0014
O -0.4331 0.2078 -3.4913 0.2525 -0.2720 -0.3297 -0.6254
H 9.5600 2.5487 2.3787 0.1154 0.0578 0.0657 0.3445
H 10.1486 0.8890 2.3240 0.0002 -0.1550 0.0433 0.1948
H 8.4295 1.2418 2.1385 -0.0820 -0.0965 0.0202 0.2411
H 9.1803 2.6093 0.0122 0.1445 0.1880 -0.0975 0.3143
H 10.6990 1.7060 0.1771 0.1091 0.3185 -0.0391 0.3838
H 8.9796 -0.3629 0.3041 -0.0593 -0.0659 0.0859 0.3474
H 9.7176 0.1875 -1.1689 0.0744 -0.0804 -0.0467 0.3297
H 7.8364 1.3186 -1.9438 -0.0637 -0.0514 -0.1868 0.2080
H 7.2691 -0.2292 -1.3403 -0.1699 -0.0527 -0.0299 0.4485
H 6.9557 2.5555 -0.2074 -0.1051 0.1939 0.2927 0.3231
H 6.6645 1.1841 0.8467 0.0074 -0.1374 0.1050 0.2049
H 4.4968 1.2651 0.0201 -0.0935 0.1192 0.0792 0.4510
H 5.2089 0.4405 -1.3267 -0.1357 -0.1200 -0.1342 0.2619
H 4.0695 3.1427 -1.2245 -0.0609 0.1201 0.0059 0.3366
H 5.6986 3.1900 -1.8362 0.0457 0.1236 -0.1929 0.5171
H 5.0783 2.2961 -3.8324 0.0545 -0.1411 -0.1116 0.3858
H 4.1596 0.9945 -3.1199 -0.0301 -0.1316 0.1148 0.4220
H 2.8312 2.7110 -4.5763 0.1992 -0.0889 -0.1214 0.5226
H 3.1017 3.8398 -3.2615 0.1151 0.1268 -0.1312 0.4194
H 1.6893 1.1692 -2.9649 0.0538 -0.1673 0.0368 -0.0242
H 1.9452 2.4170 -1.7086 -0.0914 -0.3550 0.1880 0.2758
H 0.5417 3.0442 -4.3089 -0.1691 -0.0645 -0.1006 0.4079
H 0.6666 4.0180 -2.8665 -0.2062 0.2094 -0.0451 0.3068
H -2.0094 5.0588 -3.2475 -0.0175 0.0471 -0.0619 0.2760
H -0.8309 5.0451 -1.9248 0.2597 -0.0390 -0.2500 0.5552
H -1.5834 4.5160 0.2072 0.1600 -0.0902 -0.2150 0.2540
H -1.8375 6.2745 0.0601 0.3562 -0.0599 -0.0391 0.4195
H -3.5146 6.1166 1.5664 -0.0433 0.1006 0.0371 0.4344
H -3.3585 4.3908 1.6338 -0.1109 -0.1731 -0.0101 0.0523
H -4.4292 5.1545 0.4385 -0.0038 -0.0793 -0.1573 0.1936
H -5.6841 1.1139 0.0909 -0.1690 0.1353 0.0166 0.4830
H -4.7806 2.6107 0.0966 0.0743 0.1055 -0.1082 0.1158
H -3.8766 -0.7177 1.4680 0.0509 -0.2400 0.1014 0.5167
H -1.4224 -3.1494 0.2537 -0.1699 -0.3350 0.0679 0.4326
H -0.3122 -3.1042 2.3783 0.1739 -0.0499 0.0443 0.3748
H 0.0221 -1.5803 1.5161 0.3389 -0.1559 -0.1738 0.1116
H -0.3342 -0.9346 3.7202 -0.0241 -0.0242 0.2784 0.4441
H -1.7691 -0.4447 2.8672 -0.1126 0.0562 -0.0670 0.1181
H -1.8133 -1.8700 3.9201 -0.0662 -0.1042 0.0764 0.3025
H 1.0132 -0.2169 -0.5836 -0.0853 0.0757 0.1075 0.4400
H 1.3121 -0.9216 -2.1904 -0.0734 0.3633 -0.1163 0.2348
H 1.2540 -2.8427 0.0173 0.0661 -0.0182 0.3610 -0.0078
H 2.6816 -1.8251 -0.0183 0.1340 0.1378 -0.1069 0.4884
H 3.1706 -3.8133 -1.3513 0.2070 0.0518 0.0217 0.4350
H 2.7858 -2.6088 -2.5939 0.0478 0.0939 -0.0356 0.4033
H 1.5843 -3.8017 -2.0558 -0.1246 0.1116 -0.2698 0.2343
C -9.1761 4.1330 2.8256 0.1006 -0.1320 -0.0369 -0.6015
O -8.0895 4.1071 1.8983 0.0442 0.1357 -0.0710 -0.5207
H -9.7636 5.0231 2.6174 0.0173 0.0207 -0.0330 0.2784
H -9.8084 3.2507 2.7060 -0.0368 0.0232 0.0391 0.3092
H -8.8073 4.1788 3.8526 -0.0559 0.0032 0.0211 0.2485
H -7.5682 3.3145 2.0839 0.0374 -0.0304 0.1665 -0.0308
C -4.5507 -1.2133 -3.4324 0.4023 0.0081 -0.0546 -0.2495
O -3.6180 -1.8954 -4.2658 -0.1138 0.0154 0.0404 -0.5914
H -5.5242 -1.6761 -3.5717 0.0058 -0.0358 -0.0298 0.3844
H -4.2601 -1.3007 -2.3801 -0.1206 0.0702 0.0449 -0.0235
H -4.6151 -0.1564 -3.7068 -0.1029 0.0259 0.0925 0.1854
H -2.7558 -1.4866 -4.1399 0.0422 -0.0283 -0.0124 0.3231
C -2.2585 -2.5644 7.0289 0.1858 -0.2428 -0.0785 -0.5450
O -1.1460 -2.6238 6.1370 -0.0467 0.0685 0.0998 -0.4795
H -2.8017 -1.6454 6.8237 0.0331 0.0230 -0.0493 0.1559
H -2.9272 -3.4128 6.8714 -0.1022 0.0623 0.0882 0.2802
H -1.9231 -2.5542 8.0689 -0.0975 0.0315 0.0342 0.3437
H -0.6677 -3.4374 6.3164 0.0063 -0.0025 -0.0049 0.2737
C -6.2536 -2.3176 6.7144 0.0521 0.0398 0.2182 -0.5569
O -5.7128 -2.9010 7.8972 -0.0043 0.0285 -0.1305 -0.5199
H -6.1202 -3.0314 5.9058 0.0191 -0.0281 0.0095 0.2355
H -7.3205 -2.1107 6.8315 -0.0078 0.0109 -0.0821 0.3131
H -5.7320 -1.3915 6.4577 -0.0366 -0.0001 -0.0804 0.2422
H -5.8300 -2.2709 8.6129 0.0158 -0.0366 0.0459 0.2939
C 0.8711 -6.3420 -3.8129 0.2252 0.3239 0.0838 -0.6013
O 2.2524 -6.5346 -3.5334 -0.0711 -0.1547 -0.0363 -0.4881
H 0.4266 -7.2984 -4.0809 0.0788 -0.0732 0.0936 0.2953
H 0.3566 -5.9554 -2.9296 -0.1851 -0.0103 -0.0989 0.2261
H 0.7470 -5.6437 -4.6458 -0.1800 -0.0122 0.0210 0.2974
H 2.6157 -5.6765 -3.2951 0.0776 -0.0212 0.0016 0.2996
C 0.2675 -8.1818 -7.6015 0.0940 0.0430 0.2248 -0.5174
O 1.0687 -8.7517 -6.5730 -0.1046 -0.0051 -0.1300 -0.4749
H 0.2029 -8.9074 -8.4081 0.0142 -0.0285 0.0045 0.2256
H -0.7417 -7.9643 -7.2407 -0.0286 0.0153 -0.0839 0.2458
H 0.7180 -7.2634 -7.9877 -0.0552 0.0001 -0.0689 0.2493
H 1.1280 -8.1085 -5.8620 0.1400 -0.0280 0.0291 0.2607
C -6.3713 6.2556 4.4680 -0.0741 -0.1292 -0.2573 -0.6135
O -5.8365 5.9219 3.1966 0.0956 0.0615 0.0960 -0.3966
H -5.5795 6.7239 5.0475 0.0223 0.0028 0.0013 0.2496
H -7.2035 6.9597 4.3739 -0.0055 0.0152 0.0936 0.2646
H -6.7139 5.3618 4.9989 -0.0048 0.0458 0.0873 0.2426
H -6.5313 5.5033 2.6773 -0.1141 -0.0793 -0.1020 0.2957
C -8.5762 2.7191 -1.7079 0.0683 0.0589 0.1820 -0.6911
O -8.0062 2.2755 -0.4829 0.0109 -0.0533 0.0110 -0.3503
H -8.3829 1.9567 -2.4587 0.0178 -0.0193 0.0069 0.2366
H -9.6572 2.8530 -1.6111 -0.0058 0.0107 -0.0766 0.3005
H -8.1219 3.6581 -2.0341 -0.0352 -0.0084 -0.0719 0.2704
H -8.1770 2.9524 0.1839 -0.0491 0.0763 -0.0450 0.3738
C 10.5184 -1.9159 3.4075 0.2406 -0.0378 -0.1623 -0.6097
O 10.7242 -1.9764 1.9992 -0.1121 0.0269 0.1254 -0.4656
H 9.5186 -1.5297 3.5876 -0.0206 0.0176 -0.0778 0.2267
H 10.6011 -2.9076 3.8598 -0.0374 0.0268 0.0698 0.3014
H 11.2471 -1.2449 3.8707 -0.0765 -0.0043 0.1287 0.2858
H 11.6111 -2.3157 1.8538 -0.0053 -0.0035 -0.0928 0.2760
C 4.5505 -6.5019 -0.6635 -0.1579 0.2037 0.2731 -0.5503
O 4.7903 -5.2507 -0.0146 0.0418 -0.0820 -0.1368 -0.5054
H 5.1012 -6.5064 -1.6001 0.0309 0.0578 0.0030 0.2028
H 4.8953 -7.3319 -0.0428 -0.0081 -0.0684 -0.0843 0.3065
H 3.4852 -6.6202 -0.8767 0.0347 -0.1499 -0.0974 0.2609
H 4.3018 -5.2565 0.8127 0.0347 0.0346 0.0321 0.2841

---

42
Properties=species:S:1:pos:R:3:forces:R:3:mulliken_charge:R:1 method="wB97M-V/def2-TZVPD" homo_energy_ev=-9.92 e_above_lowest_kj_mol=253.6 orbital_gap_ha=0.3407
O 1.7683 9.5457 -28.1309 -0.3540 0.0645 1.8521 -0.6513
H 2.5453 10.1195 -28.1811 -0.5398 -0.7130 -0.9972 0.3632
H 1.4467 9.1817 -28.9445 0.5487 0.2836 -0.8182 0.2711
O 4.8761 10.4848 -26.9469 0.6098 -1.0423 -1.7603 0.1928
H 4.4526 11.0988 -26.3998 -0.9548 1.2191 1.6167 0.0159
H 5.6766 10.2349 -26.4891 0.5234 -0.1633 0.2268 -0.0541
O 5.5892 9.4488 -23.9679 -0.5754 0.8765 -0.4071 -0.5384
H 5.2754 10.3745 -24.1147 0.4990 -0.9444 -0.1715 0.2349
H 5.6247 9.3942 -23.0179 0.1684 -0.2087 0.5919 0.2460
O 2.7760 8.5290 -25.0569 -0.1864 1.1602 0.9015 -0.6198
H 3.1129 7.7215 -25.3844 0.3624 -1.3983 -0.8331 0.2824
H 3.5560 8.9574 -24.6758 -0.2673 0.0733 -0.1193 0.3553
O 6.7508 12.4874 -24.1198 -1.0920 0.7893 -0.1839 -0.6200
H 6.0648 13.1975 -24.0311 1.0832 -0.9840 -0.3602 0.2908
H 6.8443 12.2968 -25.0738 -0.0838 0.1378 0.7268 0.2995
O 7.9299 10.4334 -25.8705 0.0788 -0.1659 -0.0426 -0.6008
H 7.9165 10.9241 -26.6959 0.1187 0.0365 -0.3614 0.3099
H 8.3567 9.5986 -26.1217 -0.2580 0.3310 0.2205 0.2547
O 4.5056 13.5315 -26.2725 0.4641 -0.4039 0.5315 -0.5457
H 4.4354 14.2518 -25.6571 0.5669 0.5810 0.8573 0.2371
H 3.7618 13.7535 -26.7981 -1.3128 -0.0365 -1.4370 0.2841
O 6.0275 13.1291 -28.7332 0.8654 -0.2267 1.0206 -0.6635
H 5.5951 13.1631 -27.8682 -0.0115 0.1590 -0.3010 0.3011
H 5.5051 13.5940 -29.3648 -0.7702 0.4922 -0.5788 0.3067
O 6.6510 10.8109 -29.9350 0.2472 -2.2766 0.2884 -0.6943
H 6.6888 10.0785 -29.2459 -0.2724 1.4712 -1.3082 0.4325
H 6.4288 11.5815 -29.4320 -0.1832 0.9649 0.4969 0.4188
O 7.0318 8.8646 -28.1804 1.2263 -0.4343 -1.0351 -0.5335
H 7.0211 8.3280 -27.3973 -0.3913 -0.2529 1.4056 0.3216
H 7.6617 8.3633 -28.7210 -0.1679 0.4249 -0.3397 0.2074
O 3.2691 11.2374 -24.4440 -0.2325 -0.2573 -1.2548 -0.5645
H 2.9824 11.9662 -25.0187 0.1201 -0.2492 0.5576 0.2416
H 3.5570 11.5960 -23.6232 0.1035 0.8001 0.9737 0.2921
O 4.6710 7.1888 -28.4034 1.0705 0.2500 0.6225 -0.6251
H 5.3433 7.7338 -27.9208 -1.3131 -0.3241 -0.6560 0.3307
H 5.2333 6.4655 -28.7035 -0.2938 -0.1364 -0.2242 0.2859
O 3.3475 11.5911 -29.3799 -1.0802 -0.0411 -3.0375 -0.6707
H 4.0386 10.9830 -29.6195 0.7473 -0.5774 -0.8127 0.4421
H 3.5733 11.7153 -28.5141 0.8278 0.8393 3.6893 0.2211
O 6.4512 7.5550 -26.0147 0.0371 -0.3213 0.6374 -0.5293
H 6.0002 7.8175 -25.2040 -0.0888 0.9109 0.1158 0.2286
H 6.5267 6.6143 -25.8868 0.1606 -0.7078 -0.2932 0.2435